Entry 1:
{
  "formula": "C5H8O",
  "method": "the ωB97M-V functional and the def2-TZVPD basis",
  "elements": ["C", "C", "C", "C", "C", "O", "H", "H", "H", "H", "H", "H", "H", "H"],
  "coordinates": [[1.26420, 1.68756, 0.00900], [1.65260, 0.45245, 0.35014], [0.96615, -0.82110, 0.13670], [-0.31075, -1.05143, -0.22398], [-1.41786, -0.06070, -0.22362], [-2.75132, -0.50548, -0.25170], [1.88336, 2.55061, 0.23866], [0.34617, 1.90847, -0.52262], [2.62432, 0.33966, 0.82598], [1.58829, -1.69533, 0.29635], [-0.61554, -2.05179, -0.46832], [-1.39963, 0.76432, -0.98452], [-1.05176, -0.08184, 0.90311], [-2.78600, -1.23179, 0.37817]],
  "atomic_forces_ev_per_a": [[-0.03, -0.09, 0.07], [-0.08, 0.14, 0.07], [-0.10, -0.27, -0.44], [0.79, -0.64, -1.66], [0.80, 0.24, 1.68], [0.27, -0.79, -0.21], [-0.01, -0.20, -0.01], [0.06, -0.14, 0.10], [-0.08, 0.12, 0.04], [-0.01, 0.00, -0.22], [0.00, -0.67, 0.19], [0.51, -0.39, 1.44], [-1.68, 2.81, -1.04], [-0.43, -0.12, -0.01]],
  "lowdin_charge": [0.02, -0.18, -0.15, -0.13, -0.27, -0.06, 0.05, 0.04, 0.09, 0.09, 0.11, 0.14, 0.17, 0.08],
  "de_lowest_ev": 3.105,
  "smiles": "C=C/C=C\\CO",
  "energy_ev": -7359.1503
}


Entry 2:
{
  "formula": "C12H21F7O6PS",
  "method": "the ωB97M-V functional and the def2-TZVPD basis",
  "elements": ["C", "C", "C", "C", "P", "S", "O", "O", "F", "H", "H", "H", "H", "H", "H", "H", "H", "H", "H", "H", "C", "C", "O", "C", "O", "C", "F", "F", "F", "H", "H", "H", "H", "H", "C", "C", "O", "C", "O", "C", "F", "F", "F", "H", "H", "H", "H", "H"],
  "coordinates": [[3.01299, 2.23878, 2.45910], [1.61244, 1.69437, 1.80468], [0.33307, 2.70835, 1.95028], [0.70941, 4.25740, 2.33189], [-0.89319, 2.01266, 3.23841], [-2.72912, 1.58703, 2.12961], [-2.53945, 0.37368, 1.17746], [-3.88808, 1.23655, 3.11069], [-3.18997, 2.99645, 1.26655], [3.61468, 1.26970, 2.81046], [2.89306, 2.90215, 3.41632], [3.68531, 2.72817, 1.61549], [1.32747, 0.70188, 2.40336], [1.82527, 1.33475, 0.69325], [-0.19655, 2.75081, 0.88113], [1.70495, 4.65865, 1.86597], [-0.19345, 4.92690, 1.94504], [0.66979, 4.35418, 3.52064], [-0.44227, 0.74298, 3.77306], [-1.19550, 2.95424, 4.28628], [-3.99309, -1.30722, -0.21982], [-4.23357, -2.65804, -0.86945], [-5.17704, -2.54542, -1.94574], [-4.68917, -2.04120, -3.12214], [-3.52212, -1.69243, -3.28762], [-5.77821, -2.01432, -4.19294], [-6.94912, -1.48041, -3.74065], [-6.08193, -3.26384, -4.64746], [-5.43050, -1.28502, -5.29087], [-4.93992, -0.86380, 0.10489], [-3.33207, -1.40579, 0.64497], [-3.53775, -0.60289, -0.92200], [-4.66950, -3.34354, -0.13382], [-3.29915, -3.11304, -1.21932], [5.64984, -1.54915, -2.80761], [4.14381, -1.38301, -2.71353], [3.64933, -1.90959, -1.47279], [3.82834, -1.11728, -0.36991], [4.37583, -0.01703, -0.39699], [3.22208, -1.77066, 0.87060], [3.57244, -3.08260, 0.99993], [1.85864, -1.74259, 0.85095], [3.59764, -1.16383, 2.03204], [5.92986, -2.59750, -2.66238], [6.01596, -1.21546, -3.78185], [6.16333, -0.97372, -2.03194], [3.66352, -1.95410, -3.51620], [3.84170, -0.33620, -2.83800]],
  "atomic_forces_ev_per_a": [[0.75, -1.14, -0.22], [0.51, -1.35, 0.96], [1.01, 0.71, -1.93], [-1.70, 0.45, 0.85], [1.52, 1.09, -1.20], [-7.43, -5.94, -1.05], [1.07, 6.12, 3.29], [5.13, 2.67, -3.15], [1.73, -2.68, 1.94], [-1.33, 2.17, -0.85], [0.12, -1.09, -2.04], [-1.54, -0.73, 2.00], [0.70, 1.91, -1.42], [-0.78, 1.06, 2.35], [0.68, -0.35, 2.50], [-1.94, -1.15, 1.01], [2.02, -1.31, 0.78], [0.62, 0.06, -2.60], [-0.68, 0.77, -0.34], [-0.04, -0.67, -0.54], [-0.15, -0.01, -0.34], [0.43, 0.01, 0.57], [0.15, 0.46, -1.82], [2.62, -0.02, 1.81], [-2.89, -0.70, -0.04], [-1.96, 0.19, -2.06], [1.23, -0.39, 0.04], [0.63, 0.88, 0.73], [0.14, -0.67, 1.42], [0.09, -0.16, 0.09], [-0.30, -0.33, -0.28], [0.04, -0.21, 0.07], [-0.18, 0.11, -0.41], [-0.22, 0.20, -0.14], [0.21, -0.04, 0.34], [0.49, 0.29, -0.93], [-0.25, 0.82, 2.26], [1.26, 1.48, -2.76], [-1.48, -2.34, 0.73], [-0.53, -1.64, 1.97], [-0.16, 1.43, -0.47], [0.91, 0.31, -0.33], [-0.16, -0.14, -1.29], [-0.11, 0.11, -0.16], [-0.11, -0.06, 0.10], [-0.11, 0.03, -0.17], [-0.10, -0.04, 0.48], [0.06, -0.19, 0.27]],
  "lowdin_charge": [-0.12, -0.25, -0.48, -0.13, 1.06, 0.72, -0.35, -0.33, -0.23, 0.09, 0.09, 0.11, 0.09, 0.14, 0.15, 0.12, 0.11, 0.09, 0.07, 0.06, -0.09, -0.20, 0.02, -0.32, 0.14, -0.47, 0.14, 0.15, 0.14, 0.09, 0.06, 0.08, 0.13, 0.13, -0.06, -0.20, 0.02, -0.33, 0.13, -0.47, 0.15, 0.13, 0.13, 0.09, 0.09, 0.08, 0.13, 0.13],
  "total_charge": 1,
  "energy_ev": -64203.4501
}


Entry 3:
{
  "formula": "C31H36MoN4O2Se",
  "method": "the ωB97M-V functional and the def2-TZVPD basis",
  "elements": ["Mo", "O", "C", "C", "C", "C", "C", "C", "C", "N", "C", "C", "N", "C", "C", "C", "C", "C", "C", "C", "O", "H", "H", "H", "H", "H", "H", "H", "H", "H", "H", "H", "H", "H", "H", "C", "C", "C", "C", "N", "C", "Se", "N", "C", "C", "C", "C", "C", "C", "C", "C", "C", "C", "H", "H", "H", "H", "H", "H", "H", "H", "H", "H", "H", "H", "H", "H", "H", "H", "H", "H", "H", "H", "H", "H"],
  "coordinates": [[-0.02651, 0.21153, 0.07313], [-0.30741, 0.39539, -1.76029], [0.07412, -0.09863, -2.96153], [-0.60823, 0.26837, -4.10729], [-0.15009, -0.21326, -5.32145], [0.96743, -1.04857, -5.39688], [1.61118, -1.43723, -4.24450], [1.15990, -0.97871, -2.99611], [1.77193, -1.47125, -1.80199], [1.41475, -1.21962, -0.58285], [2.16671, -1.90911, 0.48070], [1.28726, -2.06194, 1.69949], [0.40898, -0.88995, 1.86368], [-0.13530, -0.75827, 3.02495], [-1.14601, 0.19318, 3.39745], [-1.67011, 0.17306, 4.69808], [-2.67743, 1.04346, 5.05344], [-3.17186, 1.95630, 4.11949], [-2.67630, 1.99759, 2.82818], [-1.67704, 1.10365, 2.48195], [-1.21919, 1.06726, 1.20762], [-1.46989, 0.91717, -4.03988], [-0.66731, 0.07027, -6.22844], [1.31508, -1.39871, -6.35832], [2.45954, -2.10923, -4.28884], [2.60555, -2.15778, -1.94605], [3.04886, -1.32599, 0.71537], [2.47990, -2.89443, 0.13747], [1.88955, -2.20226, 2.59667], [0.64839, -2.93706, 1.57135], [0.17267, -1.45349, 3.80525], [-1.28763, -0.54517, 5.41329], [-3.08870, 1.01835, 6.05291], [-3.96400, 2.63663, 4.40279], [-3.05166, 2.69586, 2.09317], [4.43983, 1.45966, -2.23818], [5.30898, 2.06854, -1.14071], [5.92094, 1.01650, -0.21649], [4.90420, 0.36651, 0.71829], [4.47806, 1.26145, 1.79337], [3.29428, 1.88785, 1.92898], [1.88758, 1.95759, 0.66895], [3.33313, 2.64402, 3.03731], [2.25341, 3.46359, 3.59508], [1.27330, 2.64790, 4.41611], [0.16575, 3.52580, 4.99603], [0.66471, 4.52003, 6.04186], [4.56873, 2.47765, 3.65550], [5.09612, 3.02387, 4.82292], [6.37958, 2.64485, 5.15318], [7.11813, 1.75761, 4.35006], [6.59392, 1.22003, 3.19412], [5.29480, 1.60073, 2.86657], [4.11119, 2.22450, -2.94163], [3.53883, 0.99313, -1.82852], [4.99801, 0.70881, -2.80234], [4.72206, 2.78351, -0.55561], [6.11898, 2.63442, -1.60170], [6.72304, 1.45809, 0.37772], [6.37347, 0.22242, -0.81596], [5.31704, -0.52812, 1.18740], [4.01396, 0.09721, 0.16084], [1.74984, 3.96327, 2.76850], [2.73192, 4.22275, 4.20911], [1.81226, 2.14475, 5.22602], [0.84581, 1.87676, 3.77226], [-0.58037, 2.87489, 5.45025], [-0.33160, 4.06169, 4.18128], [1.21126, 4.00736, 6.83667], [-0.16889, 5.04663, 6.50450], [1.32047, 5.27902, 5.61218], [4.53190, 3.70113, 5.44905], [6.83049, 3.03684, 6.05431], [8.12299, 1.49198, 4.64809], [7.16688, 0.53833, 2.58085]],
  "atomic_forces_ev_per_a": [[1.47, 1.89, 1.03], [0.01, -0.50, 0.35], [-0.05, 0.18, 0.44], [0.06, 0.00, -0.17], [-0.06, 0.07, 0.04], [0.05, -0.04, 0.03], [-0.03, -0.02, -0.10], [0.13, -0.06, -0.02], [-0.02, 0.00, -0.08], [-0.35, -0.21, 0.14], [-0.16, 0.09, -0.01], [-0.15, -0.12, -0.06], [-0.22, -0.23, -0.37], [-0.09, 0.10, 0.07], [0.02, -0.15, 0.07], [-0.05, 0.03, 0.06], [0.02, -0.05, 0.02], [-0.01, 0.03, -0.06], [-0.02, 0.04, 0.12], [0.18, -0.03, -0.41], [-0.05, -0.75, -0.37], [0.03, 0.04, 0.01], [0.01, 0.00, 0.00], [-0.01, -0.01, 0.00], [-0.01, 0.00, 0.00], [0.00, -0.01, -0.01], [0.02, 0.02, 0.08], [0.08, 0.01, -0.02], [0.02, -0.05, 0.00], [-0.04, 0.00, 0.05], [0.01, 0.02, 0.02], [0.01, 0.02, 0.00], [0.00, 0.00, -0.01], [0.01, 0.00, 0.01], [-0.02, -0.03, -0.01], [0.00, 0.05, 0.03], [-0.01, -0.12, -0.06], [-0.02, 0.10, 0.04], [0.17, 0.19, -0.15], [-0.09, -0.13, 0.06], [0.21, -0.51, 0.20], [-0.95, 0.08, -0.80], [-0.08, -0.11, 0.06], [0.02, 0.04, -0.12], [0.01, 0.02, 0.05], [0.09, 0.04, 0.04], [-0.01, -0.01, -0.01], [-0.06, 0.09, 0.00], [-0.01, -0.02, 0.04], [0.00, -0.01, -0.01], [-0.02, 0.00, 0.02], [0.00, -0.05, 0.02], [0.05, 0.01, -0.09], [-0.02, -0.01, 0.01], [0.01, -0.02, -0.02], [-0.02, 0.01, 0.00], [0.04, 0.05, -0.01], [-0.01, 0.03, 0.03], [0.02, -0.02, 0.00], [0.02, 0.00, 0.02], [-0.03, -0.01, 0.02], [-0.03, 0.05, -0.08], [-0.01, 0.02, 0.00], [0.02, 0.06, -0.09], [-0.01, -0.02, -0.01], [0.00, -0.02, 0.00], [-0.05, -0.01, -0.01], [-0.04, -0.03, 0.01], [0.00, 0.01, -0.01], [0.01, 0.00, -0.01], [0.00, 0.00, 0.01], [0.02, 0.00, -0.01], [0.01, 0.01, -0.01], [-0.01, 0.00, 0.00], [0.00, 0.01, 0.00]],
  "lowdin_charge": [1.53, -0.25, -0.27, 0.02, -0.02, -0.04, 0.00, -0.14, -0.05, -0.13, -0.18, -0.16, -0.13, -0.06, -0.16, -0.01, -0.05, -0.02, 0.02, -0.28, -0.28, 0.13, 0.13, 0.12, 0.13, 0.15, 0.08, 0.14, 0.13, 0.14, 0.15, 0.13, 0.12, 0.13, 0.13, -0.10, -0.24, -0.17, -0.15, 0.00, -0.56, 0.82, 0.00, -0.14, -0.18, -0.25, -0.09, -0.13, 0.02, -0.04, -0.04, 0.01, -0.14, 0.08, 0.02, 0.08, 0.09, 0.12, 0.11, 0.13, 0.14, 0.06, 0.11, 0.12, 0.13, 0.08, 0.09, 0.12, 0.08, 0.08, 0.07, 0.12, 0.12, 0.12, 0.12],
  "de_lowest_ev": 0.940,
  "total_charge": 2,
  "energy_ev": -109977.4540
}